# 1
{
  "formula": "C6H6N2O4",
  "method": "wB97M-V/def2-TZVPD",
  "symbols": ["O", "O", "O", "O", "N", "N", "C", "C", "C", "C", "C", "C", "H", "H", "H", "H", "H", "H"],
  "positions_angstrom": [[3.295, 0.891, -0.795], [-3.700, -0.672, -0.297], [-3.946, 1.276, 0.761], [2.838, 2.179, 0.988], [-1.811, 0.574, 0.106], [-1.160, 0.610, -0.981], [0.924, -0.702, -0.243], [-3.277, 0.442, 0.146], [0.059, -1.731, 0.497], [0.284, 0.448, -0.959], [1.162, 0.686, 0.291], [2.544, 1.363, 0.146], [0.829, -2.620, 0.631], [-0.770, -2.085, -0.118], [0.681, 0.792, -1.924], [-0.375, -1.226, 1.363], [0.562, 0.793, 1.200], [1.861, -1.018, -0.814]],
  "atomic_forces_ev_per_a": [[-1.13, 0.70, 0.82], [0.91, 0.90, 0.07], [0.63, 0.99, 0.04], [0.52, 2.01, 1.67], [2.46, -0.17, -1.20], [-2.25, -0.12, 1.46], [1.40, -0.27, -1.42], [-1.28, -1.97, -0.80], [2.18, -0.80, -0.84], [-0.35, 1.16, 0.54], [-0.80, -0.61, -0.24], [0.34, -2.97, -2.16], [-1.89, 1.52, 0.59], [0.08, 0.01, 0.01], [0.07, -0.37, 0.59], [0.25, -0.69, 0.30], [0.31, 0.72, -0.25], [-1.43, -0.04, 0.83]],
  "nbo_charge": [-0.843, -0.796, -0.766, -0.752, -0.251, -0.160, -0.226, 0.819, -0.628, -0.116, -0.346, 0.767, 0.183, 0.224, 0.207, 0.231, 0.217, 0.237],
  "energy_ha": -642.67685,
  "smiles": "C[C@H]1[C@@H](/N=N/C(=O)[O-])[C@@H]1C(=O)[O-]",
  "homo_ev": -1.40,
  "homo_lumo_gap_ha": 0.28338,
  "max_force_ha_per_bohr": 0.07166,
  "total_charge": -2,
  "spin_multiplicity": 1
}

---

# 2
{
  "formula": "C5H11NO2",
  "method": "wB97M-V/def2-TZVPD",
  "symbols": ["O", "O", "N", "C", "C", "C", "C", "C", "H", "H", "H", "H", "H", "H", "H", "H", "H", "H", "H"],
  "positions_angstrom": [[-0.224, 1.906, 0.850], [-0.851, -1.470, 1.131], [-0.564, -1.918, -1.175], [0.719, 1.258, 0.465], [2.141, 1.728, 0.675], [-1.906, -0.010, -0.569], [0.639, -0.102, -0.180], [-0.697, -0.865, -0.214], [-2.033, 0.800, 0.143], [2.590, 1.154, 1.485], [2.148, 2.780, 0.948], [2.736, 1.570, -0.222], [1.292, -0.794, 0.389], [-1.168, -0.799, 1.747], [-1.425, -2.451, -1.239], [-2.801, -0.629, -0.556], [0.999, -0.005, -1.205], [-1.771, 0.403, -1.566], [0.174, -2.559, -0.908]],
  "atomic_forces_ev_per_a": [[-0.06, 0.05, 0.01], [-0.18, 0.29, -0.83], [-0.02, -0.15, 0.02], [0.37, -0.24, 0.45], [-0.12, 0.33, -0.08], [0.05, -0.19, 0.18], [-0.39, -0.74, 0.05], [-0.06, 0.20, 0.89], [0.00, -0.01, -0.07], [0.01, -0.10, 0.01], [-0.01, 0.03, 0.00], [0.10, -0.05, -0.03], [0.16, 0.51, -0.45], [0.00, 0.10, -0.09], [0.04, 0.04, 0.06], [-0.06, -0.11, -0.09], [0.22, -0.02, 0.00], [-0.04, 0.06, -0.03], [0.00, 0.01, 0.02]],
  "nbo_charge": [-0.551, -0.763, -0.834, 0.612, -0.718, -0.649, -0.555, 0.400, 0.243, 0.237, 0.235, 0.225, 0.242, 0.470, 0.368, 0.210, 0.245, 0.221, 0.364],
  "energy_ha": -402.35397,
  "smiles": "CC(=O)C[C@@](C)(N)O",
  "homo_ev": -9.72,
  "homo_lumo_gap_ha": 0.38735,
  "max_force_ha_per_bohr": 0.01769,
  "total_charge": 0,
  "spin_multiplicity": 1
}

---

# 3
{
  "formula": "C23H40ClN2ReSSbSi3",
  "method": "wB97M-V/def2-TZVPD",
  "symbols": ["Re", "Sb", "Cl", "S", "Si", "Si", "Si", "N", "N", "C", "C", "C", "C", "C", "C", "C", "C", "C", "C", "C", "C", "C", "C", "C", "C", "C", "C", "C", "C", "C", "C", "C", "H", "H", "H", "H", "H", "H", "H", "H", "H", "H", "H", "H", "H", "H", "H", "H", "H", "H", "H", "H", "H", "H", "H", "H", "H", "H", "H", "H", "H", "H", "H", "H", "H", "H", "H", "H", "H", "H", "H", "H"],
  "positions_angstrom": [[1.877, 0.457, 1.700], [0.663, -1.140, -0.945], [3.159, 2.975, 2.908], [2.378, -1.587, 1.953], [-1.584, -3.059, 0.314], [-2.683, -0.142, -0.373], [3.500, 0.593, -1.192], [0.944, 2.169, -2.107], [-0.270, 0.467, 1.997], [-1.900, -1.057, 2.762], [-0.396, -3.973, 1.441], [-0.442, 1.168, 3.141], [-1.985, -0.407, 3.971], [1.159, 1.974, -0.800], [-1.273, 0.772, 4.160], [1.764, 0.675, -0.374], [0.165, 4.390, -1.662], [4.281, 2.287, -0.941], [-1.400, -3.733, -1.436], [-1.074, -0.597, 1.726], [-0.208, -0.549, -2.831], [0.911, 2.998, 0.119], [0.406, 4.209, -0.309], [-2.195, 1.629, -0.762], [-4.088, 0.088, 0.881], [-3.342, -3.574, 0.810], [3.570, 1.210, 2.682], [4.616, -0.735, -0.468], [0.464, 3.338, -2.512], [-3.490, -0.979, -1.854], [3.420, 0.238, -3.041], [-1.203, -1.161, 0.346], [-0.353, -3.544, 2.441], [-0.227, 5.318, -2.053], [-0.942, 0.251, -2.789], [-4.892, 0.593, 0.339], [-4.505, -0.824, 1.301], [0.617, -3.962, 1.043], [0.312, 3.438, -3.582], [-3.082, 2.167, -1.098], [-2.514, -1.919, 2.586], [-4.033, -1.874, -1.549], [-4.225, -0.283, -2.262], [4.223, 2.610, 0.100], [3.777, 3.041, -1.547], [-3.803, 0.741, 1.706], [-3.466, -3.691, 1.885], [-3.522, -4.556, 0.369], [-1.340, 1.353, 5.067], [0.623, -0.210, -3.441], [5.331, 2.274, -1.232], [4.527, 1.185, 2.159], [-1.674, -4.789, -1.397], [-2.069, -3.252, -2.151], [-1.832, 2.127, 0.138], [4.416, 0.371, -3.467], [-4.129, -2.917, 0.445], [-0.712, -5.013, 1.534], [-0.386, -3.685, -1.824], [4.898, -0.549, 0.567], [0.161, 2.066, 3.232], [3.123, -0.792, -3.244], [3.698, 0.821, 3.696], [2.734, 0.906, -3.552], [-1.428, 1.735, -1.526], [-2.636, -0.792, 4.745], [-0.644, -1.439, -3.283], [0.218, 5.004, 0.401], [1.149, 2.886, 1.170], [5.524, -0.773, -1.071], [4.145, -1.717, -0.503], [-2.812, -1.250, -2.657]],
  "atomic_forces_ev_per_a": [[-0.19, -0.88, -0.34], [0.06, 0.07, -0.10], [-0.03, 0.02, -0.06], [-0.04, 0.08, 0.11], [-0.04, 0.01, -0.03], [-0.02, 0.09, -0.01], [0.07, -0.04, 0.00], [0.03, -0.03, -0.07], [0.26, 0.25, 0.07], [0.10, 0.11, -0.02], [-0.10, 0.12, -0.11], [0.04, 0.12, 0.21], [-0.01, 0.07, 0.07], [0.07, -0.05, 0.07], [-0.02, -0.08, -0.09], [0.07, 0.12, 0.01], [0.00, 0.01, 0.04], [-0.12, -0.11, 0.00], [-0.06, 0.07, 0.05], [-0.01, -0.03, 0.02], [-0.12, 0.00, 0.07], [-0.01, 0.03, 0.00], [-0.01, 0.02, -0.11], [0.00, -0.21, -0.01], [0.16, -0.03, -0.14], [0.12, 0.12, -0.02], [-0.06, 0.21, 0.30], [-0.11, 0.13, -0.04], [-0.04, 0.10, -0.04], [0.08, 0.06, 0.11], [0.04, 0.00, 0.18], [-0.04, -0.04, -0.02], [-0.02, 0.04, 0.09], [-0.01, 0.03, -0.01], [0.03, -0.06, -0.01], [-0.03, 0.01, -0.03], [0.03, -0.11, 0.02], [0.08, 0.02, -0.05], [-0.01, 0.02, -0.03], [-0.08, 0.02, -0.02], [-0.12, -0.19, -0.04], [-0.01, -0.05, 0.00], [-0.06, 0.07, -0.03], [-0.01, 0.00, 0.06], [-0.04, 0.05, -0.04], [0.06, 0.03, 0.04], [-0.02, 0.03, 0.11], [0.02, -0.08, -0.03], [-0.03, 0.03, 0.01], [0.11, 0.02, -0.05], [0.08, -0.04, -0.03], [-0.09, -0.02, 0.00], [-0.03, -0.09, 0.02], [0.02, -0.02, 0.04], [0.02, 0.01, 0.06], [0.08, 0.01, -0.02], [0.00, 0.06, 0.00], [-0.04, -0.07, -0.01], [0.08, 0.00, -0.03], [0.01, 0.02, 0.02], [-0.06, -0.02, 0.03], [-0.05, -0.09, 0.01], [0.06, 0.04, -0.13], [-0.07, 0.08, -0.04], [-0.04, 0.00, 0.03], [0.01, 0.00, 0.02], [-0.03, -0.04, -0.02], [-0.01, 0.03, 0.02], [0.00, -0.06, 0.05], [0.08, 0.01, -0.06], [-0.05, -0.05, -0.01], [0.05, 0.04, -0.02]],
  "lowdin_charge": [0.787, 1.365, 0.440, 0.181, 0.421, 0.488, 0.407, 0.085, -0.066, -0.058, -0.184, -0.155, -0.037, -0.449, -0.050, -0.670, -0.067, -0.160, -0.203, -0.406, -0.316, -0.083, -0.059, -0.155, -0.163, -0.174, -0.762, -0.220, -0.141, -0.169, -0.190, -0.533, 0.024, 0.100, -0.019, 0.039, 0.023, 0.007, 0.111, 0.045, 0.083, 0.025, 0.040, 0.006, 0.033, 0.033, 0.028, 0.035, 0.109, -0.016, 0.034, -0.009, 0.038, 0.016, 0.032, 0.031, 0.010, 0.037, -0.001, -0.003, 0.088, 0.024, -0.007, 0.012, -0.002, 0.117, -0.006, 0.111, 0.026, 0.032, 0.008, 0.006],
  "energy_ha": -3055.32262,
  "s_squared": 1.0779,
  "homo_ev": [-6.86, -6.60],
  "homo_lumo_gap_ha": [0.24608, 0.23205],
  "max_force_ha_per_bohr": 0.01871,
  "total_charge": 0,
  "spin_multiplicity": 2
}

---

# 4
{
  "formula": "C30H31Cl2N4O9S3Zr",
  "method": "wB97M-V/def2-TZVPD",
  "symbols": ["Zr", "Cl", "Cl", "S", "S", "S", "O", "O", "O", "O", "O", "O", "O", "O", "O", "N", "N", "N", "N", "C", "C", "C", "C", "C", "C", "C", "C", "C", "C", "C", "C", "C", "C", "C", "C", "C", "C", "C", "C", "C", "C", "C", "C", "C", "C", "C", "C", "C", "C", "H", "H", "H", "H", "H", "H", "H", "H", "H", "H", "H", "H", "H", "H", "H", "H", "H", "H", "H", "H", "H", "H", "H", "H", "H", "H", "H", "H", "H", "H", "H"],
  "positions_angstrom": [[1.130, 1.578, 1.477], [1.384, 4.090, 0.642], [3.547, 0.444, 0.792], [-1.241, 2.592, 1.937], [1.566, 0.531, -1.666], [-1.232, 0.767, -0.386], [3.938, -0.277, -0.377], [-0.033, -0.069, 2.227], [2.574, 4.492, 0.060], [3.284, 1.668, 2.980], [0.813, 2.958, -0.059], [2.276, -0.192, 1.330], [0.445, 5.106, 0.756], [1.661, 3.542, 1.975], [3.036, 1.796, 0.453], [0.835, 1.870, 3.973], [-1.739, -1.353, -1.924], [-1.906, -1.264, 1.895], [0.962, -2.067, -1.816], [3.004, 0.888, 4.140], [-3.409, -0.343, -3.361], [-3.741, 0.869, -5.835], [-3.145, -0.999, -2.027], [-0.351, 2.792, 5.886], [0.646, 2.278, 6.737], [-0.232, 2.530, 4.482], [1.781, 1.463, 4.806], [2.623, -3.011, -3.324], [-1.324, -0.676, 4.162], [-1.262, -2.508, -2.655], [3.097, -3.978, -5.882], [2.644, -2.141, -4.407], [-1.035, -0.648, 2.692], [1.719, 1.621, 6.198], [-3.700, -1.109, -4.482], [-1.427, 3.548, 6.372], [3.067, -4.850, -4.808], [0.588, -0.806, -1.593], [-3.299, 1.036, -3.483], [-0.841, -0.541, -1.360], [2.827, -4.368, -3.533], [2.347, -2.479, -1.943], [-2.368, 4.044, 5.501], [-3.865, -0.504, -5.715], [-3.469, 1.639, -4.716], [2.881, -2.624, -5.681], [-1.260, 2.999, 3.614], [-0.063, -3.083, -1.911], [-2.291, 3.767, 4.141], [-3.735, -1.912, -1.915], [2.518, 1.241, 6.813], [-2.762, -1.647, 2.261], [-2.068, -3.243, -2.706], [-3.810, -2.181, -4.390], [-3.035, 4.146, 3.459], [-0.976, -2.233, -3.678], [-1.760, -1.621, 4.469], [2.815, -0.133, 3.780], [3.864, 0.879, 4.823], [2.535, -3.253, -1.191], [-3.389, 2.711, -4.803], [2.814, -5.051, -2.695], [-4.091, -1.106, -6.582], [-0.371, -3.400, -0.906], [-1.843, -1.063, 0.899], [2.980, -1.615, -1.726], [-3.864, 1.340, -6.797], [-3.369, -0.304, -1.216], [-3.183, 4.644, 5.873], [-1.493, 3.728, 7.433], [-2.037, 0.123, 4.371], [-0.417, -0.481, 4.729], [-3.085, 1.634, -2.610], [3.509, 2.574, 3.259], [2.900, -1.944, -6.518], [0.563, 2.431, 7.802], [3.228, -5.907, -4.960], [2.483, -1.086, -4.241], [0.343, -3.939, -2.451], [3.299, -4.352, -6.874]],
  "atomic_forces_ev_per_a": [[-3.08, -1.86, 2.03], [-0.12, 3.94, -0.50], [2.99, -1.60, -0.27], [-0.37, 0.12, -0.18], [-0.36, -0.45, -0.83], [-0.35, -0.11, -0.31], [0.46, 0.09, 0.24], [-0.12, -1.00, 0.39], [1.21, 0.26, -0.72], [-0.12, 0.20, 0.60], [-0.47, -0.61, -1.47], [-0.30, -0.81, 0.26], [-0.66, 0.72, 0.00], [0.65, 0.02, 1.33], [0.21, 0.66, -0.77], [0.70, -0.08, -0.07], [0.69, 0.31, 0.40], [0.25, 0.09, -0.06], [-0.48, 0.59, 0.29], [0.04, -0.21, 0.30], [-0.07, -0.07, 0.07], [-0.01, 0.02, -0.02], [-0.43, 0.23, -0.14], [0.26, -0.26, -0.46], [0.10, -0.08, -0.24], [-0.78, 0.55, 0.57], [-0.02, 0.04, -0.28], [0.00, -0.13, 0.09], [0.19, 0.14, -0.06], [0.44, -0.48, -0.19], [0.03, -0.06, -0.04], [-0.01, -0.04, 0.01], [-0.16, -0.06, 0.04], [-0.25, 0.00, -0.03], [0.00, 0.03, 0.07], [-0.41, 0.18, -0.13], [-0.01, -0.08, -0.07], [1.31, 0.09, -0.55], [-0.01, -0.03, 0.02], [-1.05, 0.33, 0.47], [0.03, 0.09, 0.04], [0.53, -0.05, -0.15], [0.25, -0.12, 0.63], [0.00, -0.06, -0.09], [0.03, 0.06, -0.03], [-0.04, 0.07, -0.03], [-0.01, 0.09, 0.32], [-0.52, -0.22, -0.09], [0.55, -0.44, -0.51], [0.04, 0.04, 0.04], [0.11, -0.02, 0.06], [0.08, 0.02, 0.09], [0.06, 0.05, 0.01], [-0.03, -0.13, 0.00], [-0.13, 0.06, -0.05], [-0.07, -0.04, 0.05], [-0.05, -0.09, 0.01], [0.11, 0.24, 0.11], [-0.21, -0.05, -0.16], [0.01, 0.06, -0.03], [0.02, 0.12, -0.02], [0.00, -0.06, 0.11], [-0.03, -0.05, -0.09], [0.05, -0.10, -0.09], [-0.07, 0.03, 0.20], [-0.25, -0.25, -0.03], [-0.03, 0.05, -0.10], [-0.07, -0.17, -0.04], [-0.10, 0.08, 0.06], [-0.03, 0.08, 0.13], [-0.04, 0.06, 0.02], [0.00, -0.03, 0.00], [0.03, 0.09, 0.10], [-0.14, -0.24, -0.28], [0.02, 0.08, -0.09], [0.02, 0.04, 0.13], [0.04, -0.10, -0.03], [-0.01, 0.18, 0.01], [-0.06, 0.08, 0.04], [-0.01, -0.04, -0.11]],
  "lowdin_charge": [1.595, 0.656, 0.982, 0.664, 0.848, 0.739, -0.412, -0.251, -0.190, -0.176, -0.561, -0.560, -0.206, -0.450, -0.588, 0.063, -0.091, 0.209, -0.085, -0.138, -0.211, -0.074, -0.120, -0.148, 0.024, -0.227, -0.244, -0.219, 0.038, -0.095, -0.078, -0.027, -0.520, 0.005, -0.050, -0.033, -0.074, -0.670, -0.032, -0.640, -0.054, -0.110, -0.058, -0.071, -0.063, -0.067, -0.565, -0.092, -0.089, 0.134, 0.120, 0.130, 0.136, 0.110, 0.108, 0.149, 0.095, 0.131, 0.141, 0.142, 0.109, 0.112, 0.107, 0.142, 0.040, 0.073, 0.107, 0.088, 0.113, 0.115, 0.105, 0.085, 0.097, 0.140, 0.108, 0.127, 0.106, 0.105, 0.132, 0.106],
  "energy_ha": -4219.49238,
  "homo_ev": -9.82,
  "homo_lumo_gap_ha": 0.24291,
  "max_force_ha_per_bohr": 0.08037,
  "total_charge": 1,
  "spin_multiplicity": 1
}